A 6-piece molecular cluster, C43H89NO21S6Si overall. Source: the OMol25 dataset; level of theory: wB97M-V/def2-TZVPD.

```
161
Properties=species:S:1:pos:R:3:forces:R:3:lowdin_charge:R:1
C -4.3614 2.6073 -6.4322 1.462 -0.794 0.068 -0.02
C -4.3519 1.4180 -5.2593 -4.956 -0.672 3.187 -0.28
O -5.4763 1.1964 -4.5228 7.807 1.307 -4.723 -0.04
O -3.1141 0.6525 -5.0202 -2.875 1.109 -1.762 -0.14
C -2.7953 -0.2084 -6.2073 0.010 -0.227 -0.476 -0.16
C -1.3537 0.2414 -6.9251 -1.309 -0.712 -0.061 -0.15
C -0.5001 -1.1048 -7.3100 -0.749 0.062 -0.579 -0.22
C 1.0222 -0.8290 -7.8589 -0.839 0.333 -0.515 -0.21
C 1.9388 0.1406 -6.9069 1.108 0.210 0.200 -0.21
C 3.0790 -0.6893 -6.0117 -0.549 -0.390 -1.447 -0.19
C 2.2991 -1.9879 -5.3875 0.339 -0.409 -0.606 -0.21
C 3.0630 -2.7317 -4.1427 0.719 -0.962 0.399 -0.11
C 2.0637 -3.0256 -2.8325 0.358 2.184 -2.722 -0.37
C 1.5916 -1.4989 -2.3380 -1.323 -0.052 0.358 -0.11
O 2.7045 -0.5362 -2.2886 0.134 -0.703 2.991 -0.16
C 3.2442 -0.3725 -0.9295 2.190 0.272 4.492 -0.10
C 4.5196 -1.2816 -0.4250 -1.194 1.608 1.372 0.03
C 5.2217 -1.2336 1.0558 -2.838 2.208 -1.124 -0.18
C 6.4674 -2.3001 1.3207 -1.585 -0.264 -0.226 -0.12
C 4.6258 -0.1806 2.1619 -1.566 -0.619 -4.491 -0.03
C 3.3598 0.7978 1.7010 1.693 -2.614 -1.875 0.00
C 2.6630 0.7313 0.1847 2.021 -2.151 0.576 -0.04
C 1.4303 1.7562 -0.1618 0.574 1.356 1.362 -0.34
C 2.0192 3.2918 0.1428 0.711 -0.164 0.252 -0.12
C 0.1195 1.6001 0.8464 -0.471 0.131 -1.055 -0.10
C 0.8294 -3.9316 -3.4165 -1.366 0.057 0.084 -0.07
C 0.4787 -5.2796 -2.5544 0.191 -0.254 -0.359 -0.36
N 1.4986 -6.3403 -2.9330 0.155 0.593 0.835 0.01
C 0.4617 -5.0858 -0.9270 0.258 -0.869 -1.623 -0.34
Si -1.1521 -4.2932 -0.2380 -1.852 0.383 0.756 0.51
C -1.3411 -4.4280 1.6963 -0.764 0.179 0.311 -0.21
C -1.4909 -2.4883 -0.8135 -0.831 1.352 0.196 -0.20
C -2.6261 -5.3695 -0.9646 0.473 -0.487 -1.432 -0.22
S 2.0462 -4.2015 -0.4621 3.987 -1.127 7.636 0.83
O 2.9581 -5.2804 0.2437 -3.051 3.275 -3.656 -0.39
O 1.8552 -3.0813 0.6260 -0.417 -3.091 -5.062 -0.37
O 2.9145 -3.6899 -1.8347 -2.844 -0.400 0.899 -0.24
H -4.7020 3.6442 -6.0072 0.352 -2.342 -0.635 0.10
H -3.2438 2.7428 -6.8119 -2.419 -0.377 0.752 0.09
H -5.0052 2.2492 -7.3480 1.167 0.787 2.014 0.09
H -2.7706 -1.3089 -5.7952 0.099 2.158 -0.788 0.13
H -3.7113 -0.1298 -6.9354 1.934 -0.245 1.119 0.13
H -1.6657 0.7686 -7.9344 0.930 -0.679 2.171 0.11
H -0.8348 0.9555 -6.1543 -0.878 -1.369 -1.689 0.11
H -0.5767 -1.8470 -6.4086 0.481 1.348 -1.596 0.09
H -1.0899 -1.6247 -8.2082 1.231 1.034 1.947 0.13
H 0.8970 -0.2929 -8.9182 0.241 -1.113 2.328 0.12
H 1.4971 -1.8800 -8.0980 -0.681 2.207 0.633 0.11
H 1.3407 0.7875 -6.1338 0.768 -1.354 -1.651 0.10
H 2.4862 0.9041 -7.6266 -1.017 -1.531 1.600 0.11
H 3.8728 -1.0647 -6.8171 -1.454 0.721 1.973 0.12
H 3.6154 -0.0064 -5.2178 -1.260 -1.424 -1.515 0.12
H 2.2179 -2.8003 -6.2584 0.064 1.852 1.914 0.12
H 1.1992 -1.6566 -5.1580 2.177 -0.717 -0.095 0.09
H 3.4346 -3.8064 -4.5013 -0.846 2.232 0.734 0.13
H 4.0607 -2.1664 -3.8124 -2.460 -1.004 -0.580 0.13
H 1.0711 -1.4967 -1.2908 1.023 -0.297 -1.923 0.11
H 0.7980 -1.0428 -3.1044 1.860 -1.192 1.483 0.15
H 4.9359 -2.0738 -1.2151 -0.972 1.938 1.970 0.10
H 7.2712 -1.9088 2.0759 -1.564 -0.588 -1.683 0.08
H 6.9018 -2.6146 0.2683 -0.668 0.869 2.296 0.08
H 5.9838 -3.2891 1.7707 1.024 2.118 -0.866 0.09
H 5.1123 -0.1764 3.2315 -1.257 0.217 -2.342 0.08
H 2.9707 1.5578 2.5347 0.790 -1.805 -2.275 0.08
H 1.0738 1.7434 -1.2769 0.882 -0.446 2.135 0.13
H 2.1516 3.4374 1.3197 -0.440 -0.249 -2.634 0.06
H 3.0947 3.4287 -0.3279 -2.226 -0.363 0.865 0.09
H 1.3328 4.1378 -0.2846 1.116 -1.714 0.878 0.08
H -0.4599 0.5999 0.5903 1.240 1.983 0.818 0.07
H -0.6299 2.4974 0.6032 1.666 -1.924 0.494 0.09
H 0.3913 1.6858 1.9821 -0.337 -0.381 -2.265 0.07
H 0.9872 -4.2957 -4.5427 0.029 0.843 2.581 0.14
H -0.1316 -3.2290 -3.4650 2.014 -1.559 0.222 0.12
H -0.5760 -5.6921 -2.8869 2.073 1.000 0.756 0.13
H 2.4155 -5.9078 -3.1844 -1.095 -0.450 0.512 0.08
H 1.6747 -6.9926 -2.1259 -0.192 1.023 -1.180 0.09
H 0.5126 -6.1854 -0.4646 0.406 2.522 -0.790 0.14
H -2.4826 -4.1563 1.9156 2.501 -0.466 -0.466 0.05
H -0.6548 -3.6427 2.2266 -1.204 -1.749 -0.787 0.05
H -1.1966 -5.5342 2.0504 0.033 2.150 -0.477 0.05
H -0.8419 -1.7128 -0.2092 -1.196 -1.483 -1.338 0.04
H -2.6246 -2.2526 -0.5231 2.383 -0.544 -0.553 0.07
H -1.4145 -2.3028 -1.9663 -0.002 -0.294 2.189 0.04
H -3.6738 -5.0266 -0.5702 2.077 -0.832 -0.666 0.06
H -2.5865 -5.2079 -2.1467 -0.391 -0.363 2.438 0.04
H -2.3954 -6.5154 -0.8003 -0.826 2.204 -0.178 0.05
C -0.8545 3.4503 -12.0593 0.230 -0.316 0.079 -0.08
C -2.2556 3.8779 -11.6646 0.974 0.752 0.189 -0.28
O -3.2145 2.8832 -11.9931 -0.773 -1.220 0.494 -0.26
S -3.3343 1.5676 -11.0377 -0.097 0.257 -0.684 0.62
C -4.8661 0.9548 -11.6938 -0.044 0.152 -0.114 -0.12
O -3.5559 1.9958 -9.6729 0.566 -0.343 -0.773 -0.31
O -2.2835 0.6390 -11.3919 -0.665 0.758 0.696 -0.29
H -0.5153 2.6055 -11.4517 -0.037 0.137 -0.074 0.07
H -0.1455 4.2710 -11.9214 -0.136 -0.017 -0.026 0.08
H -0.8275 3.1274 -13.1048 -0.034 0.135 0.125 0.09
H -2.3075 4.1324 -10.6005 -0.107 -0.153 -0.080 0.12
H -2.5245 4.7793 -12.2254 -0.275 -0.309 0.042 0.12
H -5.6591 1.6719 -11.4733 0.177 -0.070 -0.020 0.08
H -5.0807 -0.0016 -11.2121 0.180 0.148 0.022 0.08
H -4.7578 0.8120 -12.7710 0.055 0.047 0.189 0.08
C -5.7897 0.7032 4.0558 -0.271 -0.294 0.076 -0.08
C -4.4062 0.7584 3.4358 -0.872 0.673 -0.431 -0.28
O -3.5009 -0.1057 4.1072 0.565 -1.290 0.042 -0.27
S -3.5830 -1.7067 3.8102 0.350 0.401 0.440 0.62
C -2.0462 -2.1546 4.5784 0.024 0.205 0.048 -0.13
O -3.4670 -1.9273 2.3844 -0.570 0.182 0.888 -0.31
O -4.6630 -2.2692 4.5907 0.585 0.323 -0.940 -0.29
H -6.2545 -0.2744 3.8941 0.061 0.153 0.007 0.07
H -6.4417 1.4632 3.6169 0.133 -0.015 0.019 0.08
H -5.7365 0.8604 5.1377 0.035 0.064 -0.165 0.09
H -4.4420 0.5289 2.3653 0.099 -0.114 0.130 0.12
H -4.0114 1.7750 3.5349 0.245 -0.317 0.077 0.12
H -1.2252 -1.6955 4.0246 -0.143 -0.047 0.084 0.08
H -1.9579 -3.2426 4.5468 -0.146 0.147 -0.093 0.07
H -2.0562 -1.8128 5.6156 -0.037 -0.018 -0.194 0.07
C 1.8058 7.9999 5.9052 -0.404 0.012 -0.007 -0.08
C 2.8717 7.0895 5.3253 0.038 1.177 -0.195 -0.28
O 2.6479 5.7334 5.6830 -0.639 -1.251 -0.351 -0.26
S 1.4898 4.8986 4.8956 0.539 -0.033 0.297 0.63
C 1.9486 3.2833 5.4725 0.134 0.072 0.112 -0.11
O 1.7441 4.9691 3.4725 -0.474 0.266 1.026 -0.29
O 0.2043 5.2373 5.4654 0.949 -0.036 -0.880 -0.30
H 0.8313 7.8070 5.4459 0.149 0.046 0.044 0.07
H 2.0576 9.0499 5.7335 0.065 -0.117 0.015 0.08
H 1.6947 7.8310 6.9810 0.113 0.048 -0.134 0.09
H 2.9379 7.1992 4.2374 -0.056 -0.178 0.089 0.12
H 3.8457 7.3727 5.7380 -0.105 -0.398 -0.024 0.12
H 2.9396 3.0366 5.0867 -0.141 0.113 0.048 0.07
H 1.2119 2.5695 5.0980 0.005 0.213 -0.019 0.08
H 1.9441 3.2830 6.5646 -0.019 0.050 -0.172 0.08
C 4.4010 -4.3650 5.8216 0.214 0.324 0.089 -0.07
C 2.9264 -4.7158 5.7596 0.741 -0.160 -1.062 -0.27
O 2.2792 -4.4624 6.9981 -0.809 1.004 0.911 -0.27
S 1.9085 -2.9227 7.3853 0.162 -0.585 0.098 0.62
C 0.8362 -3.2889 8.7521 -0.006 -0.191 -0.002 -0.12
O 1.1164 -2.3471 6.3193 0.829 -0.225 0.595 -0.30
O 3.0951 -2.2742 7.8987 -0.970 -0.249 -0.695 -0.29
H 4.5442 -3.2853 5.9302 -0.024 -0.155 -0.045 0.07
H 4.9138 -4.6831 4.9100 -0.128 -0.033 0.065 0.08
H 4.8774 -4.8421 6.6839 -0.091 -0.022 -0.147 0.08
H 2.4262 -4.1840 4.9430 -0.029 0.023 0.180 0.12
H 2.8230 -5.7872 5.5579 -0.234 0.181 0.282 0.12
H -0.0419 -3.8214 8.3819 0.177 0.071 0.003 0.07
H 0.5364 -2.3430 9.2085 0.142 -0.045 -0.181 0.08
H 1.3824 -3.8948 9.4781 -0.036 0.105 -0.167 0.08
C -1.7773 4.5470 7.6929 0.166 -0.130 -0.047 -0.08
C -2.3963 5.4746 8.7214 0.456 0.352 -1.135 -0.27
O -2.8164 4.7634 9.8767 0.311 -0.515 1.491 -0.27
S -1.6902 4.2960 10.9589 -0.459 0.116 -0.305 0.62
C -2.8076 3.8533 12.2657 -0.185 0.039 -0.073 -0.13
O -0.9291 5.4543 11.3760 -0.298 -0.983 -0.571 -0.29
O -1.0540 3.0902 10.4759 -0.164 1.076 0.384 -0.29
H -0.8310 4.1334 8.0554 -0.113 0.106 -0.085 0.07
H -1.5765 5.0811 6.7603 -0.102 -0.078 0.256 0.05
H -2.4403 3.7015 7.4842 -0.011 0.153 0.036 0.09
H -1.7085 6.2834 8.9909 -0.060 -0.141 0.136 0.12
H -3.2888 5.9403 8.2902 -0.019 -0.145 0.383 0.12
H -3.3291 4.7498 12.6062 0.112 -0.116 -0.114 0.07
H -2.2201 3.4281 13.0823 0.062 0.089 -0.215 0.08
H -3.5142 3.1099 11.8906 0.149 0.129 0.000 0.07
```
Positions in Å, forces in eV/Å.

multiplicity = 1
LUMO energy = 0.3 eV
relative energy (zero: lowest compared OMol25 entry of this formula, charge and spin) = 249.5 kcal/mol
orbital gap = 8.0 eV
HOMO level = -0.2838 hartree
SMILES = CC(=O)OCCCCCCCC[C@@]1(COc2cc(C)ccc2C(C)C)C[C@@H](N)[C@H]([Si](C)(C)C)S(=O)(=O)O1.CCOS(C)(=O)=O.CCOS(C)(=O)=O.CCOS(C)(=O)=O.CCOS(C)(=O)=O.CCOS(C)(=O)=O